Record 1
Below is a molecular structure, C23H52O3P4SSc in a non-equilibrium geometry, with properties calculated with ωB97M-V/def2-TZVPD.

```
84
Properties=species:S:1:pos:R:3:forces:R:3
Sc -0.096380 -0.354038 0.211555 1.77 0.79 1.99
S 0.208665 1.594599 -6.059632 0.89 0.65 -0.64
P 1.002840 -0.048883 2.887365 3.70 0.48 2.09
P -2.228490 -1.112585 1.147783 -1.86 -0.43 0.22
P 1.167206 -2.445964 -0.047907 0.83 -1.99 -0.55
P -0.949226 -0.693518 -2.146350 -0.19 -0.07 -0.38
O 1.295038 -1.638803 3.594292 -0.79 3.01 -0.71
O 1.987780 0.508759 4.174200 -2.62 0.16 -1.27
O 0.766335 1.550596 2.210869 -0.12 -2.38 2.53
C -2.117358 -1.990964 -2.528954 -0.51 -0.72 -0.52
C 0.704916 1.473676 -0.651000 -1.24 2.04 -0.06
C 0.433587 4.295018 -6.100404 -0.31 1.09 0.25
C 2.194332 3.110003 -7.283696 0.72 0.48 -0.45
C 0.999443 3.065775 -6.514048 0.06 -0.34 -0.05
C 0.292138 -2.271403 4.323856 -0.53 -1.01 0.01
C -0.613661 1.728099 -0.099141 1.22 2.24 -1.04
C -1.764993 0.738610 -2.858134 -0.43 0.63 -0.43
C -3.613568 -0.190026 0.461231 -0.73 0.48 -0.17
C -0.727416 3.042030 3.436968 -0.72 0.60 -0.10
C 2.202624 5.531236 -7.192802 0.12 0.34 -0.08
C 2.761250 -2.276628 -0.839618 1.12 0.24 -0.37
C 0.160220 0.954068 5.858671 -0.15 0.57 0.40
C 0.385716 -0.960625 -3.323585 0.49 0.05 -0.70
C 2.780111 4.329917 -7.613153 0.01 -1.42 -0.06
C -2.459330 -0.828137 2.886726 -0.16 0.22 1.45
C 0.445495 -3.814459 -0.978214 -0.25 -0.69 -0.35
C -2.761348 -2.818876 0.992180 -0.23 -0.93 -0.03
C 1.571274 -3.303517 1.455641 0.40 -0.77 1.01
C 0.944489 -3.334237 5.133095 -0.61 -0.72 0.70
C 1.509983 0.341125 5.607694 -0.32 -0.95 -1.23
C 1.027535 5.507012 -6.435384 -0.94 -0.72 0.59
C 0.684307 2.726314 3.090206 0.43 -1.73 0.72
H 2.667184 6.486894 -7.454599 -0.17 -0.37 0.09
H -1.283373 2.233245 3.923076 0.30 0.10 -0.05
H -2.819859 -3.147258 -0.054502 -0.01 0.13 0.30
H 2.232845 0.848135 6.179105 1.10 0.68 0.47
H 0.569268 6.434867 -6.102925 0.08 -0.18 -0.08
H 1.149933 -0.172473 -3.235780 -0.26 -0.26 0.00
H -0.694732 3.895309 4.119801 -0.21 -0.06 0.03
H 2.644119 2.178041 -7.611016 0.04 0.16 -0.04
H -1.121752 1.630280 -2.859766 -0.15 -0.32 0.02
H -1.438860 1.936202 -0.758170 -0.15 -0.18 -0.23
H 1.159099 -4.654006 -0.912371 -0.35 0.23 -0.08
H -0.046131 -0.924757 -4.337595 0.22 -0.14 0.26
H -0.689891 2.264609 0.849431 -0.02 -0.54 -0.36
H 3.695374 4.340035 -8.203475 -0.24 -0.02 0.14
H 1.584650 1.833231 -0.113871 -0.19 -0.37 0.15
H 1.089237 0.737787 -6.661861 -0.36 0.36 0.21
H -2.694857 0.987577 -2.323193 0.31 -0.14 -0.24
H -3.516992 -1.024535 3.130922 0.33 0.12 0.02
H 0.151104 -3.895565 5.639944 0.29 -0.10 0.08
H 2.185473 -2.705280 2.138527 -0.20 -0.31 -0.45
H 1.613097 -2.925647 5.882490 0.15 0.02 0.07
H -1.839995 -1.502909 3.498875 -0.35 0.29 -0.35
H 1.331824 2.511722 3.953052 -0.47 0.23 -0.33
H 1.536078 -0.708294 5.921304 0.12 0.17 -0.51
H -2.007106 0.475880 -3.895109 -0.12 0.17 0.13
H 2.128205 -4.211154 1.191442 -0.14 0.07 -0.01
H -3.088965 -1.796934 -2.059553 0.20 -0.03 -0.16
H -1.772936 -2.983573 -2.209167 -0.11 0.35 -0.15
H 0.287788 -3.582916 -2.035824 0.07 -0.08 0.22
H 3.407028 -1.570784 -0.289383 -0.23 -0.29 -0.16
H 0.837974 1.508634 -1.729323 -0.13 -0.20 -0.01
H 1.152470 3.468055 2.545834 0.77 1.88 -1.10
H 0.663051 -3.605593 2.009135 0.40 0.13 -0.31
H 3.257098 -3.264183 -0.857950 -0.14 0.42 -0.01
H -3.762493 -2.920138 1.449052 0.40 -0.03 -0.19
H 0.875299 -1.928548 -3.182340 -0.13 0.19 -0.10
H 2.673859 -1.904698 -1.869150 0.03 -0.13 0.28
H -3.475833 0.889118 0.633130 -0.06 -0.35 -0.01
H -0.353592 -2.765286 3.581562 -0.50 0.04 0.38
H -0.663123 0.534594 5.262800 0.22 -0.01 0.00
H 1.492105 -4.014914 4.488425 0.13 -0.08 0.00
H -2.251324 -1.998061 -3.622441 -0.14 -0.17 0.32
H -0.290452 -1.581283 4.967579 0.19 -0.34 -0.38
H -0.087526 0.778810 6.913801 0.00 -0.06 -0.19
H -2.222115 0.208185 3.178107 -0.13 -0.27 -0.19
H -2.068242 -3.492602 1.520632 -0.23 0.19 -0.12
H 0.182800 2.048189 5.742504 -0.09 -0.45 -0.06
H -3.734775 -0.344495 -0.617661 0.02 -0.01 0.28
H -1.303101 3.363857 2.560379 0.10 -0.03 0.16
H -4.537188 -0.517582 0.971070 0.28 0.19 -0.27
H -0.482238 4.272203 -5.510384 0.18 0.15 -0.15
H -0.513025 -4.136171 -0.544880 0.30 0.06 -0.09
```
Positions in Å, forces in eV/Å.

The net charge is +3. The LUMO energy (alpha / beta) is -9.1 / -11.3 eV. Its spin multiplicity is 1. For the frontier orbital gap (alpha / beta), the calculation gives 7.39 / 4.07 eV.

Results of the Mulliken charge analysis, in e, for atoms 1 through 2: -1.693 -0.011

---

Record 2
Below is a molecular structure, C23H52O4P4Yb in a non-equilibrium geometry, with properties calculated with ωB97M-V/def2-TZVPD.

```
84
Properties=species:S:1:pos:R:3:forces:R:3
Yb 0.289125 0.373583 -0.413600 0.26 0.12 0.96
P 0.634315 -2.520639 0.293826 0.51 -5.29 1.55
P -1.454835 2.249747 0.905681 -0.56 2.05 0.93
P -2.319532 -0.579956 1.140084 -2.63 -0.15 1.21
P -1.621969 0.167971 -2.405341 -0.10 0.03 -0.45
O 1.906941 3.141549 -1.338388 -0.89 -1.66 -0.37
O 0.422053 -3.116417 1.835278 0.03 1.72 -1.39
O 2.030299 -3.280401 -0.154342 -0.84 1.43 -0.01
O -0.481034 -3.463034 -0.496378 1.11 2.05 0.66
C 4.361722 6.354188 -1.915918 0.00 0.16 0.11
C -3.044572 3.063816 0.502752 -0.37 -0.52 -0.18
C -0.346506 3.403537 0.045437 0.36 -0.21 -0.44
C 0.667195 -4.453125 2.475391 0.69 0.36 -0.20
C -3.868489 -0.352327 0.177437 0.40 0.43 -0.57
C 2.451999 5.399751 -0.744053 0.61 -0.15 0.11
C -0.461969 -5.424728 2.296458 0.00 -0.07 -0.23
C 2.459746 4.363550 -1.678873 1.18 0.85 -0.40
C 2.118272 1.136508 2.691158 0.06 0.11 -0.57
C -1.143585 2.899776 2.591901 0.03 -0.49 0.32
C 3.485064 6.357759 -0.831336 -0.64 -0.09 -0.09
C -2.628213 -2.328659 1.577755 0.92 -0.84 -0.21
C 3.201696 4.446691 -2.854797 0.43 0.50 0.88
C 3.395545 -2.798372 0.163040 -0.20 -0.13 -0.28
C -1.666610 -1.401164 -3.341295 -0.16 0.02 -0.14
C 4.180872 5.438477 -2.951137 -0.34 0.02 -0.02
C -2.874914 0.106395 2.763954 0.55 0.36 -0.01
C -0.334543 -5.783732 -1.142734 -0.02 -0.46 0.02
C 3.681714 -2.759004 1.636942 0.18 -0.08 0.19
C -0.330492 -4.362872 -1.620893 0.02 -0.10 -0.58
C 1.186612 0.405500 3.303731 -0.12 -0.39 -0.37
C -2.713892 1.319866 -3.325992 -0.03 -0.07 0.10
C 0.029741 0.714696 -3.047836 0.16 0.10 -0.66
H 3.077780 3.696695 -3.616272 0.15 -0.26 -0.24
H 0.403556 0.858398 3.908735 0.23 -0.11 -0.01
H -0.539756 -5.759426 1.260164 -0.18 0.15 0.42
H -0.487758 3.379379 -1.046449 0.18 0.06 0.34
H 0.806274 -4.222523 3.542440 -0.02 0.19 -0.48
H 0.576729 -4.136190 -2.198966 -0.16 0.06 0.29
H 1.179359 -0.685963 3.242417 0.09 0.23 0.11
H 2.131140 2.225955 2.758275 0.07 -0.23 0.09
H -3.134599 1.173987 2.719534 0.04 -0.55 0.06
H 0.801330 -0.068869 -2.891415 -0.04 0.30 -0.11
H -1.294800 -6.035218 -0.673647 0.26 0.06 -0.11
H -2.896377 4.148557 0.600918 0.03 -0.31 0.04
H -4.097661 0.704468 0.000699 0.00 -0.30 -0.03
H -0.197615 -6.298310 2.900305 -0.21 0.05 0.01
H -1.099642 3.995100 2.527435 -0.04 -0.28 -0.04
H -1.799426 -2.720426 2.173268 -0.21 -0.05 -0.14
H 5.169098 7.092485 -1.959581 -0.35 -0.36 -0.02
H -2.410875 2.362234 -3.139798 -0.17 -0.33 0.01
H -1.416935 -5.017616 2.647984 0.20 -0.17 -0.05
H -0.582891 4.419505 0.393433 -0.07 -0.29 -0.06
H 0.478272 -5.958010 -0.428991 -0.10 -0.03 -0.27
H 4.053917 -3.517013 -0.335846 -0.26 0.17 0.02
H -1.570802 -1.158941 -4.402123 -0.03 -0.06 -0.02
H 0.381194 1.728452 -2.778393 -0.18 -0.32 0.14
H -3.763800 1.174999 -3.032945 0.32 0.10 -0.10
H -2.069837 -0.052799 3.496501 -0.32 0.14 -0.05
H 0.709773 3.212380 0.291889 -0.52 0.14 -0.08
H -4.676661 -0.806772 0.764897 0.21 0.10 -0.11
H -1.208211 -4.180047 -2.253189 0.24 0.01 0.08
H -3.762846 -0.459383 3.077219 0.28 0.16 -0.13
H -3.830985 2.749981 1.201323 0.10 0.09 -0.29
H -0.122499 0.757782 -4.132884 0.38 -0.02 0.07
H -0.827969 -2.050878 -3.064754 -0.23 0.12 0.09
H -0.186034 2.511762 2.964975 -0.43 0.31 -0.07
H 1.622081 -4.849738 2.087545 -0.50 0.22 0.05
H 3.589275 -3.752624 2.082725 -0.05 0.21 0.02
H -2.610422 1.111119 -4.399073 -0.07 0.08 0.21
H 3.584550 -1.811122 -0.289664 -0.32 -0.22 -0.07
H 4.818325 5.468604 -3.825846 -0.05 0.05 0.03
H 4.720336 -2.443934 1.764083 -0.04 -0.02 0.04
H -3.776087 -0.876586 -0.783386 -0.17 0.12 0.27
H 3.050945 -2.043613 2.172798 -0.01 -0.13 0.00
H -2.608093 -1.938491 -3.204717 0.12 0.03 0.10
H 2.132585 2.465584 -1.998864 0.49 0.89 -0.10
H -3.344139 2.841839 -0.531714 -0.02 0.09 0.32
H -3.555001 -2.376120 2.157423 0.10 0.28 -0.11
H 1.725243 5.411131 0.075483 0.55 -0.09 -0.12
H 2.942402 0.689320 2.115924 -0.32 0.09 0.36
H 3.603967 7.095887 -0.029676 -0.17 -0.25 -0.44
H -1.953410 2.617329 3.272478 0.36 0.15 -0.03
H -2.744447 -2.932158 0.673898 0.20 0.04 0.12
H -0.200308 -6.459092 -1.994486 0.02 0.11 0.12
```
Positions in Å, forces in eV/Å.

For the energy relative to the best compared isomer or geometry (same formula, charge and spin), the calculation gives 2.074 eV. The net charge is +3. The LUMO energy (alpha / beta) is -9.0 / -12.4 eV. As for the expectation value of S²: 0.76. Its spin multiplicity is 2. For the frontier orbital gap (alpha / beta), the calculation gives 6.31 / 2.93 eV.

Results of the Mulliken charge analysis, in e, for atoms 1 through 2: 0.364 0.189